Below is a structure of composition C31H49OSn in a non-equilibrium geometry, with properties calculated with ωB97M-V/def2-TZVPD.

Cartesian coordinates (Å):
C: -1.791 -6.443 1.450
C: -0.499 -5.637 1.561
C: -0.596 -4.529 2.619
C: 0.687 -3.695 2.748
Sn: 0.443 -1.571 2.371
C: -0.919 -0.777 3.857
C: -2.255 -1.512 3.934
C: -3.187 -0.989 5.043
C: -3.582 0.475 4.877
C: 2.403 -0.694 2.658
C: 3.457 -1.720 3.092
C: 4.804 -1.035 3.385
C: 5.899 -2.016 3.780
C: -0.277 -1.349 0.301
C: -0.514 0.074 -0.090
C: -1.564 0.858 0.648
C: 0.209 0.686 -1.061
H: -1.683 -7.223 0.696
H: -2.036 -6.922 2.403
H: -2.631 -5.804 1.161
H: 0.333 -6.300 1.825
H: -0.253 -5.195 0.588
H: -1.469 -3.894 2.393
H: -0.810 -4.989 3.597
H: 1.086 -3.740 3.770
H: 1.475 -3.997 2.047
H: -0.376 -0.837 4.810
H: -1.045 0.285 3.607
H: -2.780 -1.444 2.968
H: -2.070 -2.584 4.111
H: -4.085 -1.615 5.061
H: -2.689 -1.124 6.010
H: -4.314 0.756 5.636
H: -2.719 1.137 4.988
H: -4.032 0.664 3.897
H: 2.665 -0.229 1.700
H: 2.276 0.093 3.413
H: 3.121 -2.262 3.992
H: 3.594 -2.478 2.303
H: 5.104 -0.475 2.493
H: 4.647 -0.304 4.184
H: 6.829 -1.474 3.938
H: 5.647 -2.536 4.704
H: 6.065 -2.757 2.997
H: 0.490 -1.848 -0.306
H: -1.205 -1.941 0.316
H: -2.281 0.196 1.159
H: -1.113 1.541 1.391
H: -2.127 1.488 -0.058
H: 0.229 1.775 -1.096
H: 0.908 0.120 -1.677
C: -0.922 7.170 -0.410
O: -1.869 6.095 -0.578
C: -1.554 5.101 -1.444
C: -2.467 4.012 -1.513
C: -2.156 2.915 -2.271
C: -0.925 2.831 -2.993
C: -0.601 1.609 -3.629
C: -0.013 1.498 -4.912
C: -0.119 0.230 -5.557
C: 0.362 0.031 -6.833
C: 1.023 1.065 -7.519
C: 1.569 0.849 -8.882
C: 1.124 2.324 -6.909
C: 0.588 2.564 -5.655
C: -0.035 3.938 -2.929
C: -0.352 5.067 -2.199
H: -1.277 7.717 0.462
H: 0.093 6.788 -0.235
H: -0.932 7.815 -1.298
H: -3.377 4.057 -0.919
H: -2.850 2.072 -2.333
H: -1.093 0.708 -3.252
H: -0.607 -0.585 -5.005
H: 0.236 -0.936 -7.329
H: 2.237 1.663 -9.161
H: 2.123 -0.091 -8.945
H: 0.767 0.810 -9.630
H: 1.622 3.126 -7.459
H: 0.640 3.577 -5.257
H: 0.934 3.876 -3.423
H: 0.362 5.893 -2.175

Calculated values
* spin multiplicity: 1
* maximum force: 1.89 eV Å⁻¹
* calculated total energy: -1500.06545 hartree
* highest occupied orbital energy: -1.577 eV
* charge: -1
* frontier orbital gap: 3.8 eV
* E_LUMO: 2.20 eV


Below is a cluster of 4 separate species, C31H50Br2NO6 in total in a non-equilibrium geometry, with properties calculated with ωB97M-V/def2-TZVPD.

Cartesian coordinates (Å):
C: -4.958 1.428 -1.983
C: -3.779 2.075 -1.168
O: -3.340 3.359 -1.645
C: -2.795 3.309 -2.947
N: -1.788 2.227 -3.152
C: -2.051 1.346 -4.198
C: -1.178 0.265 -4.576
C: 0.042 0.062 -3.785
C: 0.983 -1.114 -4.164
O: 0.555 -2.228 -4.050
O: 2.267 -0.953 -4.639
C: 0.312 1.009 -2.682
C: 1.621 0.785 -1.899
Br: 3.139 2.004 -2.058
C: 1.663 -0.294 -1.055
C: 2.880 -0.662 -0.159
Br: 0.113 -1.490 -0.863
C: -0.636 2.101 -2.379
C: -0.309 3.108 -1.243
C: -0.014 2.465 0.150
C: 1.087 3.071 0.929
C: 1.504 2.560 2.236
C: 0.780 1.395 2.789
C: -0.314 0.773 2.055
C: -0.687 1.319 0.731
H: -4.687 1.199 -3.047
H: -5.161 0.426 -1.501
H: -5.925 1.995 -1.888
H: -4.172 2.253 -0.126
H: -2.968 1.310 -1.063
H: -3.629 3.223 -3.702
H: -2.296 4.292 -3.159
H: -2.974 1.508 -4.810
H: -1.384 -0.422 -5.425
H: 2.578 -0.099 -4.273
H: 2.520 -0.828 0.899
H: 3.669 0.125 -0.124
H: 3.307 -1.650 -0.486
H: 0.643 3.636 -1.555
H: -1.072 3.911 -1.094
H: 1.642 3.937 0.483
H: 2.340 3.056 2.781
H: 1.081 0.961 3.777
H: -0.881 -0.105 2.452
H: -1.503 0.799 0.185
C: 0.445 7.700 0.464
C: 1.951 7.681 0.267
O: 2.373 6.866 -0.819
C: 1.894 7.232 -2.104
C: 2.326 8.620 -2.542
H: 0.056 6.682 0.556
H: 0.187 8.258 1.365
H: -0.067 8.171 -0.379
H: 2.418 7.264 1.161
H: 2.346 8.695 0.154
H: 0.804 7.126 -2.149
H: 2.305 6.499 -2.803
H: 1.888 9.396 -1.912
H: 2.013 8.809 -3.570
H: 3.412 8.722 -2.480
C: -1.065 -3.908 3.778
C: 0.117 -3.762 2.836
O: 0.898 -2.599 3.079
C: 1.504 -2.502 4.359
C: 2.480 -3.627 4.656
H: -1.682 -3.006 3.764
H: -1.680 -4.761 3.485
H: -0.743 -4.069 4.809
H: -0.258 -3.673 1.814
H: 0.752 -4.654 2.857
H: 0.737 -2.431 5.139
H: 2.046 -1.554 4.370
H: 1.975 -4.592 4.721
H: 2.985 -3.451 5.608
H: 3.231 -3.702 3.867
C: 0.519 -9.207 2.011
C: -0.975 -8.981 2.161
O: -1.355 -7.614 2.088
C: -1.057 -6.943 0.876
C: -1.744 -7.543 -0.338
H: 1.073 -8.602 2.733
H: 0.762 -10.258 2.173
H: 0.871 -8.932 1.015
H: -1.288 -9.332 3.146
H: -1.538 -9.569 1.428
H: 0.027 -6.888 0.729
H: -1.404 -5.914 1.003
H: -1.383 -8.552 -0.548
H: -1.556 -6.932 -1.223
H: -2.822 -7.609 -0.176

Calculated values
* spin multiplicity: 1
* maximum force: 2.97 eV Å⁻¹
* calculated total energy: -6865.05648 hartree
* highest occupied orbital energy: -11.140 eV
* charge: +1
* frontier orbital gap: 6.7 eV
* E_LUMO: -4.47 eV


Among the records above, which one has the lowest calculated total energy?
C31H50Br2NO6


Number 1 is which compound?
C31H49OSn


Which formula does entry 2 have?
C31H50Br2NO6